One molecule with the formula C5H6O, computed with wB97M-V/def2-TZVPD.

The calculation puts the molecular weight at 82.10 u. As for the SMILES: CC#C[C@H]1CO1. Its frontier orbital gap is 10.5 eV. The total energy is -7326.66662 eV. Its energy above the lowest of the compared OMol25 structures with the same formula, charge and spin is 252.6 kJ/mol. As for the LUMO energy: 1.01 eV.

Bonds (Å) are listed after each position.
Geometry (Å):
1 C 1.814 1.783 0.767  C2 1.460, H7 1.093, H8 1.094, H9 1.093
2 C 0.949 0.711 0.282  C1 1.460, C3 1.205
3 C 0.242 -0.182 -0.111  C2 1.205, C4 1.448
4 C -0.567 -1.300 -0.548  C3 1.448, C5 1.468, O6 1.421, H10 1.089
5 C -2.032 -1.263 -0.468  C4 1.468, O6 1.415, H11 1.089, H12 1.089
6 O -1.367 -1.131 -1.710  C4 1.421, C5 1.415
7 H 1.455 2.761 0.435  C1 1.093
8 H 1.842 1.788 1.860  C1 1.094
9 H 2.835 1.656 0.398  C1 1.093
10 H -0.077 -2.271 -0.483  C4 1.089
11 H -2.517 -0.360 -0.100  C5 1.089
12 H -2.578 -2.193 -0.320  C5 1.089

List of Mulliken charges in e, atom by atom: number 1, C, carries -1.30; number 2, C, carries 1.20; number 3, C, carries -0.60; number 4, C, carries -0.17; number 5, C, carries -0.39; number 6, O, carries -0.41; number 7, H, carries 0.30; number 8, H, carries 0.29; number 9, H, carries 0.29; number 10, H, carries 0.30; number 11, H, carries 0.25; number 12, H, carries 0.24